Record 1
Molecular formula: C5H11O2
Method: DFT, the ωB97M-V functional and the def2-TZVPD basis

Element x y z (Å)
C  1.7717  1.5336  0.9185
C  2.1226  0.0443  0.8729
H  0.6069  1.7229  0.8351
H  1.9839  1.9576  1.9648
H  2.2904  2.0900  0.1770
H  2.6742  -0.0376  -0.0947
H  1.4206  -0.6668  0.8131
H  2.7364  -0.0811  1.6889
C  -1.2539  -0.3438  -0.3042
C  -1.0062  -1.0466  -1.6113
C  -2.7461  -0.5839  0.1449
O  -2.8379  -0.9802  1.3357
O  -3.5550  0.0019  -0.5697
H  -0.5845  -0.6194  0.4474
H  -1.0278  0.7842  -0.4131
H  -0.7417  -2.1206  -1.4883
H  -0.0705  -0.7081  -2.2749
H  -1.7832  -0.9465  -2.4420

Forces on the atoms, in the same order (eV/Å):
C -3.641 0.434 2.463
C 2.400 3.420 -2.763
H 2.335 -0.335 -0.222
H -0.011 -0.434 -1.539
H 0.327 0.600 -0.509
H 0.114 -0.493 0.864
H -3.072 -2.115 0.170
H 1.702 -1.056 1.577
C -0.724 1.637 -1.768
C 2.169 -0.316 -3.438
C 2.049 2.373 2.179
O -0.541 -0.879 -0.497
O -1.505 -0.458 -1.084
H 0.933 -1.012 1.140
H -0.933 -1.480 -0.042
H -0.639 0.426 0.099
H -1.327 -0.167 1.681
H 0.365 -0.146 1.687

Summary:
Net charge: -1
Gap between HOMO and LUMO (eV): 7.33



Record 2
Molecular formula: C56H141N2O40P9
Method: DFT, the ωB97M-V functional and the def2-TZVPD basis

Element x y z (Å)
C  -15.2987  2.0374  -11.1691
C  -16.5635  2.8201  -11.4144
O  -17.3297  3.1120  -10.2390
P  -16.7807  3.9085  -8.9091
O  -15.6855  3.2343  -8.1312
O  -18.0587  4.3295  -8.0646
C  -18.8168  3.2462  -7.5030
C  -18.5283  3.0424  -6.0593
O  -16.3101  5.3627  -9.4499
C  -17.2838  6.1510  -10.1329
C  -16.4906  6.9735  -11.1587
H  -14.7893  1.8088  -12.1053
H  -14.5943  2.5428  -10.5085
H  -15.5074  1.0689  -10.7146
H  -16.2925  3.7737  -11.8675
H  -17.2116  2.3411  -12.1483
H  -19.8851  3.4073  -7.6474
H  -18.6344  2.3173  -8.0433
H  -18.5704  3.9790  -5.5033
H  -19.2531  2.4305  -5.5224
H  -17.5242  2.6374  -5.9328
H  -18.0720  5.5527  -10.5900
H  -17.9610  6.7377  -9.5121
H  -15.6829  6.4319  -11.6510
H  -17.1279  7.4587  -11.8980
H  -16.0644  7.7486  -10.5219
C  -7.9856  2.2036  -15.6937
C  -9.2045  1.3147  -15.2100
O  -9.9586  0.9007  -16.4113
P  -11.2627  -0.0467  -16.0866
O  -12.3412  0.6319  -15.3694
O  -11.6061  -0.5116  -17.6158
C  -12.5801  -1.5396  -17.8056
C  -13.0342  -1.3966  -19.2138
O  -10.6171  -1.3503  -15.2708
C  -9.6552  -2.1245  -15.9087
C  -9.9854  -3.5961  -15.7060
H  -8.3730  2.9921  -16.3388
H  -7.6098  2.7350  -14.8194
H  -7.2469  1.6866  -16.3063
H  -8.9046  0.4465  -14.6231
H  -9.8158  1.9337  -14.5534
H  -11.9672  -2.4394  -17.8586
H  -13.2987  -1.5728  -16.9867
H  -13.6117  -0.4780  -19.3171
H  -12.2214  -1.4327  -19.9391
H  -13.6708  -2.2212  -19.5345
H  -9.4923  -1.8244  -16.9438
H  -8.6551  -1.9775  -15.5008
H  -9.8896  -3.9849  -14.6922
H  -11.0355  -3.7591  -15.9486
H  -9.3235  -4.2535  -16.2697
C  -14.0037  -8.1193  -10.6607
C  -13.8020  -6.8480  -11.5710
O  -14.0315  -5.6229  -10.8375
P  -15.3197  -4.7047  -11.0213
O  -16.5335  -5.4793  -11.2858
O  -15.3950  -3.8937  -9.5963
C  -15.6763  -4.6908  -8.3632
C  -15.0651  -3.9723  -7.2207
O  -14.7755  -3.6264  -12.1666
C  -15.4565  -2.4145  -12.3554
C  -16.6756  -2.6739  -13.1824
H  -15.0315  -8.2829  -10.3365
H  -13.7432  -9.0548  -11.1559
H  -13.3676  -8.1548  -9.7763
H  -12.7674  -6.8197  -11.9132
H  -14.3349  -7.0377  -12.5028
H  -16.7647  -4.7374  -8.3274
H  -15.3263  -5.7115  -8.5173
H  -13.9780  -4.0498  -7.2400
H  -15.1798  -2.8952  -7.0995
H  -15.2362  -4.3584  -6.2158
H  -15.6316  -1.8593  -11.4338
H  -14.8676  -1.6750  -12.8980
H  -17.2004  -1.8122  -13.5950
H  -16.3364  -3.3315  -13.9827
H  -17.4474  -3.1950  -12.6160
C  -9.5840  1.3832  -9.2071
C  -10.1482  0.1499  -8.5719
O  -9.5207  -0.8968  -9.3375
P  -10.3780  -1.8843  -10.2628
O  -11.5781  -2.5654  -9.6337
O  -10.8202  -0.9080  -11.4830
C  -12.0673  -0.9828  -12.2123
C  -11.6490  -0.6824  -13.6512
O  -9.2246  -2.7728  -10.9233
C  -8.2147  -2.1296  -11.6389
C  -6.9670  -2.6203  -11.0061
H  -10.0323  1.5099  -10.1925
H  -9.8622  2.2318  -8.5821
H  -8.5117  1.3986  -9.4022
H  -9.9239  -0.0431  -7.5228
H  -11.2335  0.0529  -8.5990
H  -12.6001  -1.9172  -12.0358
H  -12.7904  -0.2455  -11.8634
H  -10.9625  -1.3992  -14.1020
H  -12.5366  -0.7711  -14.2776
H  -11.2827  0.3302  -13.8202
H  -8.2817  -2.3320  -12.7078
H  -8.2851  -1.0489  -11.5153
H  -7.0989  -3.6438  -10.6552
H  -6.0956  -2.5704  -11.6590
H  -6.7851  -2.0286  -10.1090
C  -16.5278  -0.1157  -6.5195
C  -15.8085  0.3262  -7.8121
O  -16.1629  -0.4901  -8.8939
P  -17.6664  -0.4114  -9.4059
O  -18.3915  0.8695  -9.1523
O  -18.3896  -1.6926  -8.7724
C  -18.0219  -2.9808  -9.0832
C  -18.1724  -3.8178  -7.8177
O  -17.4835  -0.6677  -11.0167
C  -16.8727  0.2787  -11.8457
C  -17.2141  0.0908  -13.3601
H  -17.5401  0.2886  -6.5151
H  -16.5320  -1.2051  -6.4821
H  -15.9675  0.3352  -5.7005
H  -16.0121  1.3872  -7.9569
H  -14.7269  0.3064  -7.6780
H  -18.6483  -3.2422  -9.9360
H  -17.0173  -3.0179  -9.5045
H  -18.1469  -4.8588  -8.1398
H  -17.3108  -3.7281  -7.1561
H  -19.1104  -3.6001  -7.3069
H  -17.1767  1.2972  -11.6042
H  -15.7883  0.1980  -11.7704
H  -16.5406  -0.5421  -13.9380
H  -18.2147  -0.3193  -13.4962
H  -17.2603  0.9989  -13.9612
C  -12.7235  7.1576  -11.5011
C  -12.6995  5.6078  -11.4447
O  -11.6262  5.2100  -10.6292
P  -11.2571  3.5946  -10.4863
O  -9.9820  3.3165  -9.7477
O  -12.5712  2.9578  -9.8156
C  -12.6754  1.7110  -9.1959
C  -12.6416  2.0001  -7.6629
O  -11.2995  3.0696  -12.0341
C  -11.4821  1.7560  -12.4498
C  -12.9307  1.4876  -12.5535
H  -11.8861  7.5494  -12.0785
H  -13.6541  7.5765  -11.8839
H  -12.5676  7.5616  -10.5008
H  -13.6224  5.2292  -11.0053
H  -12.6943  5.1274  -12.4231
H  -13.6126  1.2177  -9.4537
H  -11.7891  1.1814  -9.5452
H  -13.3885  2.7819  -7.5248
H  -12.6816  1.1249  -7.0144
H  -11.6991  2.4434  -7.3416
H  -11.0841  1.7300  -13.4642
H  -10.8767  1.0263  -11.9121
H  -13.0782  0.9188  -13.4716
H  -13.3803  0.9876  -11.6957
H  -13.5441  2.3841  -12.6446
C  -16.9564  2.7819  -15.0463
C  -16.6015  1.6518  -16.0135
O  -17.0031  0.4912  -15.3408
P  -18.0643  -0.5129  -16.0717
O  -19.4195  0.0263  -16.3250
O  -17.3649  -1.0277  -17.4463
C  -18.0019  -1.9379  -18.2604
C  -17.1919  -1.9122  -19.5953
O  -17.9420  -1.8518  -15.1550
C  -19.1736  -2.2125  -14.4734
C  -19.1206  -3.6620  -13.9839
H  -17.9852  2.6866  -14.6992
H  -16.3254  2.8786  -14.1628
H  -16.8627  3.7282  -15.5792
H  -17.2024  1.9329  -16.8783
H  -15.5428  1.7711  -16.2436
H  -17.9202  -2.9770  -17.9414
H  -19.0593  -1.7021  -18.3810
H  -16.2087  -2.3773  -19.5240
H  -17.7534  -2.4525  -20.3574
H  -17.0286  -0.8628  -19.8409
H  -19.4275  -1.6639  -13.5664
H  -19.9819  -2.0158  -15.1779
H  -18.9283  -4.3073  -14.8410
H  -18.2506  -3.9225  -13.3812
H  -20.0740  -4.0147  -13.5905
C  -17.3977  -4.3170  -16.6582
C  -16.4429  -3.2480  -16.1707
O  -15.2932  -3.9790  -15.9751
P  -13.9245  -3.2163  -15.7822
O  -14.0595  -1.7846  -15.3733
O  -13.1183  -4.1163  -14.7005
C  -13.5330  -4.0732  -13.3644
C  -12.4883  -3.3350  -12.5361
O  -13.0711  -3.4816  -17.1801
C  -12.9496  -4.7812  -17.7918
C  -11.6748  -4.9759  -18.5796
H  -18.3410  -3.8879  -16.9962
H  -17.0063  -4.9501  -17.4545
H  -17.6574  -5.0413  -15.8861
H  -16.3503  -2.5402  -16.9945
H  -16.8023  -2.6927  -15.3044
H  -14.5238  -3.6196  -13.3419
H  -13.6078  -5.0716  -12.9334
H  -12.6267  -3.6057  -11.4894
H  -11.4905  -3.7392  -12.7070
H  -12.5424  -2.2704  -12.7637
H  -12.8749  -5.4789  -16.9576
H  -13.8540  -5.0019  -18.3588
H  -11.6550  -5.9488  -19.0707
H  -11.6176  -4.2389  -19.3806
H  -10.7741  -4.9847  -17.9658
C  -8.1500  4.2760  -18.8768
C  -9.5442  4.5689  -19.3905
O  -10.3867  3.3767  -19.3293
P  -11.8973  3.4707  -18.6708
O  -12.8209  4.1893  -19.5700
O  -11.6991  4.1040  -17.1794
C  -10.8681  3.4720  -16.2241
C  -11.5965  3.1922  -14.8640
O  -12.3340  1.9443  -18.3953
C  -13.7099  1.5967  -18.4598
C  -14.2484  1.6600  -17.0090
H  -8.0729  4.1021  -17.8036
H  -7.6936  3.3891  -19.3164
H  -7.5811  5.1900  -19.0475
H  -10.1260  5.3477  -18.8975
H  -9.4656  4.9428  -20.4113
H  -10.4768  2.5334  -16.6166
H  -10.0252  4.1536  -16.1097
H  -12.1693  2.2730  -14.7412
H  -10.8258  3.1122  -14.0974
H  -12.2659  4.0160  -14.6161
H  -14.2122  2.1751  -19.2353
H  -13.7496  0.5268  -18.6642
H  -13.9085  2.5769  -16.5274
H  -15.3336  1.6565  -17.1107
H  -13.9773  0.8201  -16.3693
C  -14.8533  -0.7381  -17.2175
N  -15.3561  -0.1199  -18.4312
O  -15.0473  -0.6920  -19.4690
O  -15.9945  0.8978  -18.3342
H  -14.4103  -1.6742  -17.5574
H  -15.7174  -0.9433  -16.5857
H  -14.0849  -0.1754  -16.6873
C  -14.3105  -0.3175  -14.2616
N  -14.7762  1.0481  -13.8592
O  -14.8622  1.9826  -14.6419
O  -15.2557  1.0426  -12.6795
H  -13.8211  -0.9215  -13.4975
H  -13.5733  -0.2283  -15.0595
H  -15.0977  -0.9579  -14.6594

Forces on the atoms, in the same order (eV/Å):
C 0.392 5.210 8.346
C 1.669 2.903 -0.001
O -0.081 0.802 1.680
P 1.642 -0.026 -0.463
O -1.682 1.276 -1.330
O 0.292 -0.415 -0.810
C -1.152 -1.215 -0.070
C 0.554 0.578 1.163
O -0.644 -1.127 0.733
C -0.564 -0.188 -1.693
C -0.579 0.566 1.110
H 2.113 4.708 3.346
H -0.490 0.649 0.234
H 0.525 1.102 0.851
H 0.162 0.409 -0.007
H -0.080 1.739 -0.080
H 0.048 0.651 -0.182
H 0.188 0.299 -0.024
H 0.157 0.287 -0.118
H -0.034 -0.416 -0.471
H -0.020 -0.066 0.156
H 0.461 -0.772 -0.510
H 0.903 0.519 0.762
H -0.277 -0.228 0.123
H -0.053 -0.094 0.026
H 0.478 0.286 -0.455
C -1.635 -0.430 0.159
C 1.528 0.791 -0.874
O -0.598 -2.442 1.515
P 2.393 0.157 -4.428
O 1.945 1.008 -3.728
O 1.473 2.246 3.179
C 4.871 -0.672 -1.517
C 1.557 -0.614 -0.886
O 2.036 0.782 -8.738
C 2.158 -1.618 -1.035
C -0.448 -0.310 -0.156
H -0.107 -0.260 0.147
H 0.489 -0.353 -0.010
H 0.107 -0.249 0.529
H 0.179 -0.153 -0.263
H 0.301 -0.351 -0.551
H 0.584 1.383 0.219
H 3.269 0.452 -1.101
H 2.883 -1.442 -1.325
H 0.615 0.228 0.447
H 0.047 -0.057 0.307
H -0.522 -0.326 -0.331
H 0.007 0.552 0.611
H 0.109 0.643 0.360
H 0.231 -0.221 -0.271
H -0.094 0.195 -0.411
C 0.115 0.399 -0.146
C 0.554 -2.152 0.963
O -0.274 -0.069 -0.631
P 0.109 0.814 2.211
O -0.162 0.241 -0.694
O 1.426 -1.333 -1.513
C -0.343 -0.033 -1.626
C 2.045 0.375 1.373
O -7.460 -0.525 14.102
C -1.462 2.507 0.620
C 0.045 -0.652 1.687
H -0.117 0.480 -0.060
H 0.103 0.221 -0.647
H 0.019 0.589 0.068
H 0.190 0.187 0.382
H -0.818 0.788 0.244
H 2.044 -0.572 -0.284
H 0.454 0.088 0.183
H 0.249 -0.143 -0.504
H -0.742 0.040 -0.711
H -0.769 -0.522 -0.149
H -0.213 -0.661 0.328
H 0.295 -1.464 0.401
H 1.291 -1.351 1.330
H -0.301 -0.182 0.500
H 1.263 0.394 0.765
C -0.479 -2.259 1.908
C 1.124 -0.961 -0.014
O -0.485 -2.450 -0.766
P -2.192 0.495 0.543
O 2.699 0.906 -1.136
O 0.376 -0.807 1.525
C 1.096 5.260 1.807
C -2.484 -1.621 5.737
O -2.513 -0.395 0.975
C 0.769 0.842 -0.429
C 1.257 -0.153 0.441
H 0.293 -0.995 0.437
H 0.518 -1.376 0.487
H 0.030 -0.416 0.528
H 0.535 0.239 0.039
H 0.377 -0.213 -0.198
H 0.731 4.798 5.034
H 1.166 -0.776 0.546
H -1.277 -0.020 5.004
H 2.117 -1.018 1.437
H 0.238 -1.600 1.062
H -0.225 -0.327 -0.054
H -0.059 0.087 -0.139
H 0.051 -0.086 -0.290
H 0.035 0.076 0.030
H 0.187 0.010 0.008
C 0.688 0.444 -0.815
C 0.123 0.863 2.286
O -0.417 -0.417 -1.264
P -0.954 1.207 -1.781
O 0.859 -2.303 0.058
O -0.110 3.604 -0.186
C 0.359 -1.175 -0.733
C -1.074 -0.048 -0.363
O -2.084 -2.164 3.162
C -2.620 -2.653 -0.916
C -1.273 0.231 4.118
H -0.074 -0.251 0.070
H -0.077 0.040 0.381
H -0.151 -0.250 0.268
H -0.200 -0.398 -0.487
H -0.010 -0.589 -0.185
H -0.399 -0.830 0.265
H -0.292 0.175 0.486
H -1.142 -0.089 0.339
H -0.783 0.697 0.293
H 0.001 0.062 -0.045
H -0.649 -3.360 0.612
H -2.796 -2.922 1.713
H -0.229 0.879 1.727
H -0.042 0.284 0.527
H -0.260 0.204 3.570
C 0.524 -0.585 0.190
C -1.626 0.969 -0.294
O 1.391 -2.987 0.294
P 0.411 1.331 -0.087
O -3.004 6.365 -3.545
O 0.148 2.473 -1.530
C 1.260 -0.373 1.787
C 0.627 0.090 -0.749
O 0.978 2.629 2.462
C 0.482 -0.276 0.093
C 0.568 0.717 -0.069
H -0.049 -0.142 -0.249
H 0.030 -0.274 -0.111
H -0.200 -0.175 0.157
H -0.246 0.177 0.341
H 0.558 0.217 -0.248
H 0.139 0.120 -0.173
H -1.040 -0.358 0.039
H -0.367 -0.491 0.490
H -0.812 -0.096 -0.155
H 0.279 0.208 -0.508
H -0.080 0.099 1.169
H -0.308 0.379 0.350
H 1.099 0.604 1.447
H 0.618 0.713 -0.183
H 1.372 0.715 -0.280
C -1.241 1.379 0.237
C -4.392 4.039 1.671
O -1.000 -3.458 -8.567
P -0.514 1.146 -1.049
O 1.226 -0.636 0.662
O -1.274 1.668 2.650
C -0.105 -1.486 -3.289
C -1.627 -0.044 0.368
O -4.803 3.848 -0.686
C -1.411 -1.309 0.766
C 0.042 -1.159 -1.971
H -0.379 0.202 -0.283
H -0.916 0.192 -0.392
H -0.081 0.141 -0.087
H -0.321 -0.758 -0.122
H -3.215 -0.567 3.518
H -0.175 1.404 -0.258
H 0.010 0.251 -0.208
H -0.398 -0.256 0.306
H -0.079 0.199 -0.134
H -0.513 -0.398 -0.614
H 0.641 0.823 -0.221
H -0.044 -0.326 0.098
H -0.524 0.036 -0.090
H -1.589 -0.124 -0.081
H 0.079 0.403 0.321
C -1.232 -0.999 0.822
C -1.040 -1.086 -2.207
O 3.331 -0.489 0.639
P 2.111 -4.160 1.394
O 2.344 -8.776 -3.673
O 1.442 0.105 -5.086
C 3.293 -0.530 -3.148
C -0.624 -5.530 -2.386
O -2.911 -2.952 2.798
C -0.121 -1.384 1.392
C 0.086 0.494 -0.617
H -0.033 -0.805 0.686
H 0.342 0.438 -0.308
H 0.298 0.016 0.207
H 0.637 -0.718 0.471
H 1.895 -1.776 -1.222
H 2.687 -0.874 -6.010
H -0.188 -0.166 -1.256
H -0.157 0.778 0.112
H 0.289 0.148 -0.608
H 0.232 -5.560 -4.945
H -0.395 -0.335 -0.017
H 0.069 0.143 -0.112
H -0.475 -0.095 0.050
H 0.345 0.101 0.009
H -0.166 0.447 0.056
C -0.203 0.422 0.712
C -0.920 -0.417 0.083
O -1.026 -0.470 0.912
P 0.621 0.058 -0.434
O 0.391 -0.079 1.106
O -1.156 0.032 -2.105
C -0.321 -0.560 0.840
C 0.431 1.492 -0.853
O 2.030 1.385 -0.876
C 0.918 -0.100 2.487
C 3.384 3.558 -2.451
H -0.430 0.142 0.005
H -0.086 0.267 -0.490
H 0.395 -0.200 -0.267
H 0.630 0.265 0.541
H -0.189 -0.547 -0.296
H -0.429 1.001 -0.186
H -0.064 0.098 0.501
H 0.146 1.005 -0.998
H -0.259 1.303 -0.432
H 0.167 0.257 0.041
H -0.240 -0.040 0.275
H 1.413 2.232 -0.162
H 0.103 0.047 -0.190
H 3.564 0.285 -3.085
H 0.459 3.882 -0.213
C -2.497 -2.426 -0.228
N -0.691 -0.789 -0.460
O -4.955 1.724 -0.159
O -2.135 -0.727 -2.752
H -2.609 0.526 -0.329
H 1.229 0.839 -0.290
H -1.314 -2.081 -1.714
C -1.452 3.261 0.653
N -1.297 -2.675 0.057
O 3.086 -0.808 2.592
O 0.289 -3.658 -14.991
H -0.875 1.592 0.097
H -2.107 1.512 1.575
H -1.334 2.370 1.278

Summary:
Gap between HOMO and LUMO (eV): 7.31



Record 3
Molecular formula: C2H4CsLiO
Method: DFT, the ωB97M-V functional and the def2-TZVPD basis

Element x y z (Å)
O  0.7834  0.1213  0.4995
Cs  4.2906  0.0328  2.0464
C  -0.1617  -0.7884  0.3098
C  -1.0485  -0.7732  -0.7107
H  -0.2439  -1.5705  1.0823
H  -0.9612  -0.0419  -1.5217
H  -1.8200  -1.5404  -0.7765
H  -0.6379  2.8657  -1.0915
Li  -0.2008  1.6945  0.1624

Forces on the atoms, in the same order (eV/Å):
O 0.322 -0.094 0.520
Cs -0.694 0.036 -0.353
C 0.058 0.570 -0.178
C 0.101 -0.305 -0.051
H -0.055 0.006 -0.130
H -0.095 -0.216 0.349
H 0.188 0.218 0.029
H 0.144 0.000 0.418
Li 0.032 -0.216 -0.605

Summary:
Gap between HOMO and LUMO (eV): 3.77